1.
77
Properties=species:S:1:pos:R:3 method="wB97M-V/def2-TZVPD" total_charge=0 gap_ev=9.615 e_lumo_ev=-0.1 energy_ha=-2214.3946
C -2.73 0.89 0.26
C -2.02 -0.53 -0.15
O -2.68 -1.67 0.17
O -0.75 -0.70 -0.89
C 0.41 -0.22 -0.14
Si 0.42 -0.64 1.74
O 1.67 0.39 2.48
Si 0.98 1.43 3.72
C 0.43 3.19 3.04
N -0.69 3.09 2.01
H -3.71 0.98 -0.41
H -3.14 0.84 1.38
H -2.06 1.84 0.10
H 1.36 -0.77 -0.60
H 0.63 0.94 -0.29
H -0.89 -0.46 2.41
H 0.89 -2.03 1.91
H -0.16 0.71 4.34
H 2.04 1.68 4.73
H 0.05 3.83 3.94
H 1.37 3.65 2.48
H -0.24 2.60 1.18
H -0.83 4.08 1.67
C -4.89 2.69 -3.16
C -4.36 2.94 -1.81
N -3.94 3.14 -0.74
H -5.42 3.56 -3.56
H -4.09 2.45 -3.87
H -5.59 1.85 -3.17
C 2.54 2.04 -3.09
C 2.60 3.33 -2.38
N 2.65 4.35 -1.82
H 2.66 2.17 -4.17
H 3.34 1.36 -2.76
H 1.59 1.53 -2.93
C 6.85 0.91 -1.59
C 5.84 0.29 -2.45
N 5.03 -0.21 -3.13
H 6.50 1.86 -1.16
H 7.13 0.26 -0.75
H 7.77 1.14 -2.14
C 5.92 -3.53 -3.82
C 7.14 -4.33 -3.67
N 8.12 -4.95 -3.54
H 5.12 -3.88 -3.15
H 6.09 -2.47 -3.60
H 5.52 -3.58 -4.84
C -2.73 0.83 -6.88
C -2.67 2.12 -6.16
N -2.63 3.14 -5.60
H -2.62 0.96 -7.96
H -1.94 0.15 -6.55
H -3.69 0.32 -6.71
C -2.60 -3.94 2.60
C -2.07 -3.68 3.95
N -1.66 -3.48 5.01
H -3.13 -3.07 2.20
H -1.80 -4.18 1.89
H -3.31 -4.78 2.59
C -4.36 -7.16 5.68
C -3.69 -7.10 4.37
N -3.16 -7.05 3.33
H -4.24 -8.14 6.15
H -3.95 -6.41 6.38
H -5.43 -6.96 5.60
C -1.77 -2.99 8.30
C -2.13 -3.43 9.66
N -2.41 -3.77 10.74
H -2.54 -2.34 7.88
H -0.83 -2.43 8.29
H -1.65 -3.84 7.62
C 1.87 6.84 -4.60
C 2.54 6.90 -5.91
N 3.06 6.95 -6.95
H 1.99 5.86 -4.13
H 2.28 7.58 -3.90
H 0.80 7.03 -4.68

***

2.
78
Properties=species:S:1:pos:R:3 method="wB97M-V/def2-TZVPD" total_charge=+2 gap_ev=7.407 e_lumo_ev=-4.6 energy_ha=-3655.7096
Sn 0.40 -1.39 0.26
C 2.87 -1.29 -2.95
C 1.65 -1.69 -3.74
S 0.15 -1.27 -2.82
C -0.94 -2.61 -3.40
C -2.23 -2.70 -2.59
S -2.05 -2.77 -0.79
C -1.85 -4.55 -0.49
C -0.58 -5.22 -1.02
S 0.94 -4.49 -0.34
C 2.06 -4.66 -1.76
C 3.30 -3.79 -1.60
S 3.03 -2.02 -1.31
H 2.86 -0.22 -2.73
H 3.78 -1.50 -3.51
H 1.64 -2.75 -3.95
H 1.66 -1.16 -4.70
H -0.37 -3.54 -3.33
H -1.18 -2.42 -4.44
H -2.80 -3.57 -2.91
H -2.85 -1.82 -2.77
H -2.72 -5.06 -0.91
H -1.92 -4.64 0.60
H -0.53 -5.16 -2.10
H -0.61 -6.28 -0.74
H 1.51 -4.40 -2.66
H 2.36 -5.71 -1.83
H 3.93 -3.88 -2.49
H 3.90 -4.13 -0.75
C 0.19 1.72 4.09
C 0.57 0.70 3.06
N -0.29 -0.02 2.45
N -1.62 0.09 2.78
C -2.37 -1.08 2.76
N -3.63 -0.92 3.19
S -1.76 -2.54 2.26
C 1.99 0.37 2.76
C 3.04 1.19 3.15
C 4.34 0.77 2.93
C 4.56 -0.46 2.35
C 3.45 -1.21 1.97
N 2.20 -0.80 2.15
H -0.37 1.23 4.90
H -0.44 2.50 3.67
H 1.05 2.19 4.55
H -1.90 0.80 3.45
H -4.02 -0.03 3.44
H -4.23 -1.73 3.21
H 2.85 2.15 3.62
H 5.17 1.40 3.23
H 5.56 -0.84 2.19
H 3.58 -2.18 1.51
N -1.38 0.28 -0.45
C -0.68 1.35 -1.20
C -1.53 2.56 -1.59
C -2.62 3.06 -0.63
C -2.14 3.67 0.69
N -1.05 4.63 0.51
C -1.16 5.93 0.34
N -0.06 6.63 0.02
N -2.32 6.58 0.49
C 0.67 1.62 -0.48
O 1.01 2.76 -0.15
O 1.38 0.57 -0.31
H -2.07 -0.19 -1.03
H -1.87 0.64 0.36
H -0.37 0.88 -2.13
H -2.04 2.31 -2.52
H -0.85 3.38 -1.84
H -3.32 2.25 -0.40
H -3.20 3.81 -1.16
H -1.76 2.91 1.37
H -2.97 4.15 1.20
H -0.17 4.18 0.22
H 0.80 6.14 -0.16
H -0.09 7.62 -0.16
H -3.17 6.09 0.72
H -2.37 7.58 0.39

***

3.
86
Properties=species:S:1:pos:R:3 method="wB97M-V/def2-TZVPD" total_charge=+1 gap_ev=1.411 e_lumo_ev=-6.5 energy_ha=-18516.7179
N 1.38 0.28 4.28
C 1.82 -0.73 5.18
C 2.13 -0.11 6.54
C 3.36 -0.68 7.26
C 3.32 -2.18 7.49
F 3.78 -2.49 8.76
C 3.14 -1.37 4.40
O 4.12 -0.67 4.25
O 2.91 -2.51 4.06
H 2.16 0.94 4.23
H 1.38 -0.14 3.35
H 0.99 -1.43 5.25
H 1.26 -0.12 7.19
H 2.34 0.94 6.37
H 3.39 -0.22 8.24
H 4.24 -0.33 6.73
H 3.96 -2.69 6.78
H 2.32 -2.60 7.39
C 0.94 3.31 1.36
Br 2.32 3.71 2.64
Br 0.83 1.42 0.99
Br -0.76 4.00 1.90
H 1.22 3.79 0.44
C -3.70 2.13 0.11
Cl -3.02 0.50 0.03
Cl -3.97 2.80 -1.51
Cl -5.20 2.12 1.01
H -2.98 2.77 0.62
C -1.13 0.76 -2.59
C -0.28 0.70 -3.86
C -0.66 -0.50 -4.73
C -0.34 -1.88 -4.17
N 1.12 -2.20 -3.88
C 1.37 -3.66 -4.21
C 1.68 -3.65 -5.69
C 2.55 -2.42 -5.86
C 2.15 -1.47 -4.73
C 1.40 -1.98 -2.43
H -1.01 -0.13 -1.98
H -0.85 1.62 -1.98
H -2.18 0.86 -2.85
H 0.79 0.70 -3.61
H -0.44 1.61 -4.44
H -0.22 -0.41 -5.72
H -1.74 -0.47 -4.90
H -0.69 -2.62 -4.88
H -0.89 -2.06 -3.24
H 2.24 -3.99 -3.63
H 0.50 -4.25 -3.93
H 0.76 -3.56 -6.27
H 2.18 -4.56 -6.01
H 2.41 -1.97 -6.84
H 3.61 -2.67 -5.78
H 1.76 -0.53 -5.09
H 3.00 -1.25 -4.09
H 0.72 -2.61 -1.85
H 1.25 -0.93 -2.19
H 2.43 -2.27 -2.22
Cl -7.98 2.51 2.77
C -8.53 3.64 1.51
C -9.80 4.36 1.89
Cl -11.19 3.25 1.94
H -8.66 3.05 0.58
H -7.73 4.36 1.35
H -10.03 5.12 1.15
H -9.71 4.84 2.86
Br 6.22 1.74 7.17
C 7.35 0.39 6.32
C 8.75 0.44 6.85
Br 9.75 1.93 6.11
H 7.29 0.56 5.25
H 6.88 -0.56 6.56
H 9.30 -0.45 6.55
H 8.80 0.54 7.93
Mg -9.15 3.06 -1.41
C -5.80 1.04 -4.82
Cl -5.22 2.65 -5.14
Cl -4.67 0.15 -3.73
H -6.77 1.09 -4.34
H -5.87 0.49 -5.76
C -0.50 -2.25 -8.35
O -0.98 -3.38 -8.22
O 0.68 -1.99 -8.74
O -1.12 -1.17 -8.07
F -0.09 1.88 3.86
Ca -6.49 -1.91 -3.83